Below is the molecule C5H11NOS in a non-equilibrium geometry, with properties calculated with ωB97M-V/def2-TZVPD.

```
19
Properties=species:S:1:pos:R:3:forces:R:3
C -0.19333 1.84626 -0.98537 0.79 -3.66 -2.04
C -1.20794 0.65445 -0.69621 4.10 2.33 -1.72
O -0.86283 -0.22868 -1.77436 -0.10 0.69 -2.33
C -1.12180 0.18783 0.72272 0.01 2.47 1.14
C -1.71926 -1.11970 0.93593 -0.15 -4.47 -0.89
C 0.24076 0.52986 1.39557 -1.56 -1.57 0.75
N 1.40759 0.11310 1.24470 1.69 -1.28 -1.50
S 1.89140 -0.96718 -0.11413 -1.74 1.21 0.85
H 0.85396 1.45303 -0.86408 -1.01 0.68 0.41
H -0.43232 2.67490 -0.44658 -0.25 2.61 1.41
H -0.20857 2.00012 -2.09818 -0.42 0.63 0.97
H -2.12934 1.05232 -0.84898 -3.11 0.79 -0.59
H -0.68304 0.40373 -2.62619 -0.73 -2.51 3.27
H -1.79829 0.81175 1.38434 0.53 0.26 -1.36
H -0.99061 -1.90222 0.45814 -1.82 0.91 0.68
H -2.83694 -1.29094 0.60368 2.37 0.67 0.05
H -1.75470 -1.37423 1.98150 0.17 -0.07 0.57
H 0.10174 1.05204 2.34009 0.07 0.49 -0.05
H 0.67476 -0.96005 -0.81160 1.16 -0.17 0.37
```
Forces are in eV/Å.

Structure (SMILES): C[C@@H](O)[C@@H](C)/C=N\S
Orbital gap (Ha): 0.351
LUMO energy (eV): 0.6
HOMO energy (eV): -8.9
DFT total energy (Eh): -725.18564
Relative energy (zero: lowest compared OMol25 entry of this formula, charge and spin) (eV): 3.789